(1)
DFT (wB97M-V/def2-TZVPD) results for a 3-piece molecular cluster, C21H29N3O9PS overall.

Properties
2S+1: 1
E, eV: -65249.9960
Net charge: +1
HOMO-LUMO gap, eV: 6.40

Last column: natural (NBO) charge in e.
Positions of all 64 atoms, in Å:
C (1.945, -3.567, -3.814)  -0.11
C (2.215, -2.352, -3.351)  0.07
N (2.661, -0.924, -3.409)  -0.39
C (3.954, -0.606, -2.756)  0.02
C (4.541, 0.855, -2.744)  0.16
N (5.796, 1.281, -2.088)  -0.51
C (6.345, 0.315, -1.381)  0.30
S (6.877, -0.872, -0.312)  0.16
C (3.720, 2.013, -3.508)  -0.24
P (4.423, 3.780, -3.524)  1.22
N (4.490, 4.280, -1.974)  -1.25
C (2.337, 1.649, -4.197)  0.03
C (1.413, 2.714, -4.997)  -0.49
C (1.007, 4.015, -4.122)  -0.09
O (1.146, 3.792, -2.675)  -0.73
C (1.874, 0.116, -4.073)  0.60
O (0.587, -0.185, -4.679)  -0.50
C (-0.400, -0.338, -3.604)  -0.12
C (-0.683, 1.000, -2.755)  0.06
C (-2.210, 0.919, -2.128)  -0.65
O (0.205, 1.149, -1.580)  -0.75
H (1.838, -4.670, -4.151)  0.31
H (4.499, -1.477, -2.223)  0.28
H (3.633, 4.712, -4.291)  0.00
H (5.792, 3.739, -3.980)  0.01
H (3.932, 5.141, -1.849)  0.37
H (0.437, 2.235, -5.416)  0.27
H (2.021, 3.042, -5.934)  0.25
H (1.536, 4.993, -4.475)  0.19
H (-0.134, 4.193, -4.300)  0.20
H (1.474, 4.664, -2.326)  0.49
H (-0.171, -1.184, -2.858)  0.21
H (-1.404, -0.625, -4.120)  0.24
H (-0.689, 1.974, -3.401)  0.18
H (-2.390, 1.979, -1.672)  0.25
H (-2.995, 0.628, -2.917)  0.22
H (-2.159, 0.162, -1.241)  0.22
H (-0.060, 1.975, -1.081)  0.50
C (-2.456, -0.652, 3.971)  -0.64
C (-2.343, -0.237, 2.521)  0.06
C (-0.970, 0.212, 2.118)  -0.09
O (-1.247, 1.073, 1.020)  -0.50
C (-2.498, 1.580, 1.236)  0.97
O (-2.988, 2.487, 0.608)  -0.59
O (-3.120, 0.927, 2.260)  -0.48
H (-3.505, -0.704, 4.275)  0.23
H (-1.993, -1.628, 4.135)  0.25
H (-1.973, 0.075, 4.632)  0.21
H (-2.714, -1.038, 1.872)  0.19
H (-0.330, -0.617, 1.810)  0.21
H (-0.455, 0.794, 2.889)  0.19
C (-2.437, -4.203, 8.188)  -0.63
C (-3.051, -3.647, 6.921)  0.06
C (-4.196, -4.457, 6.390)  -0.10
O (-4.171, -4.135, 5.005)  -0.48
C (-2.878, -3.824, 4.703)  0.97
O (-2.451, -3.682, 3.583)  -0.60
O (-2.128, -3.699, 5.838)  -0.49
H (-1.461, -3.745, 8.374)  0.23
H (-3.083, -4.018, 9.049)  0.23
H (-2.268, -5.281, 8.108)  0.22
H (-3.332, -2.598, 7.069)  0.18
H (-5.152, -4.179, 6.837)  0.21
H (-4.053, -5.537, 6.493)  0.19



(2)
DFT (wB97M-V/def2-TZVPD) results for one molecule with the formula C4H9NO.

Properties
2S+1: 1
E, eV: -7830.6018
SMILES string: CN[C@H](C)C=O
Energy above the lowest of the compared OMol25 structures with the same formula, charge and spin, kcal per mole: 39.6
HOMO-LUMO gap, eV: 10.06

Last column: natural (NBO) charge in e.
Positions of all 15 atoms, in Å:
C (1.637, 0.292, -0.545)  -0.43
N (0.825, 0.649, 0.620)  -0.58
C (-0.723, -1.346, 0.709)  -0.62
C (-0.554, 0.158, 0.543)  -0.15
C (-1.300, 0.695, -0.675)  0.42
O (-1.204, 0.258, -1.793)  -0.51
H (1.283, 0.661, -1.511)  0.19
H (1.709, -0.797, -0.599)  0.20
H (2.670, 0.613, -0.403)  0.20
H (0.711, 1.661, 0.582)  0.35
H (-1.760, -1.536, 0.973)  0.22
H (-0.040, -1.744, 1.459)  0.22
H (-0.463, -1.876, -0.210)  0.22
H (-1.071, 0.592, 1.406)  0.19
H (-1.721, 1.720, -0.558)  0.10



(3)
DFT (wB97M-V/def2-TZVPD) results for one molecule with the formula C4H13N2P.

Properties
2S+1: 1
E, eV: -16626.6372
SMILES string: CN=P(C)(C)NC
Energy above the lowest of the compared OMol25 structures with the same formula, charge and spin, kcal per mole: 14.6
HOMO-LUMO gap, eV: 8.80

Last column: natural (NBO) charge in e.
Positions of all 20 atoms, in Å:
C (-0.926, -2.155, 1.055)  -0.42
C (2.146, -0.182, 0.018)  -0.44
C (-0.234, 0.820, -1.904)  -0.94
C (-1.429, 1.592, 0.515)  -0.99
N (-0.756, -1.369, -0.103)  -1.07
N (1.026, 0.522, 0.570)  -1.01
P (-0.423, 0.187, -0.128)  1.91
H (-0.086, -2.067, 1.790)  0.15
H (-0.797, -3.175, 0.635)  0.19
H (-1.909, -2.299, 1.522)  0.18
H (2.006, -0.905, -0.798)  0.23
H (2.853, 0.488, -0.393)  0.18
H (2.798, -0.749, 0.624)  0.20
H (0.757, 1.373, -2.022)  0.24
H (-0.269, -0.011, -2.572)  0.25
H (-1.115, 1.416, -2.032)  0.23
H (-1.501, 1.475, 1.541)  0.23
H (-0.863, 2.496, 0.236)  0.24
H (-2.409, 1.696, -0.065)  0.25
H (1.132, 0.848, 1.511)  0.41



(4)
DFT (wB97M-V/def2-TZVPD) results for C7H20HfN4 as an isolated structure.

Properties
2S+1: 1
E, eV: -14832.4963
Net charge: +2
Energy above the lowest of the compared OMol25 structures with the same formula, charge and spin, kcal per mole: 58.7
HOMO-LUMO gap (alpha / beta), eV: 6.24 / 7.09

Last column: natural (NBO) charge in e.
Positions of all 32 atoms, in Å:
Hf (-1.347, 1.273, 0.423)  2.19
N (-0.223, 0.395, 2.781)  -0.91
C (1.154, 0.060, 2.343)  -0.24
C (1.130, -1.051, 1.303)  -0.25
N (0.443, -0.689, 0.034)  -0.52
C (1.427, -0.257, -0.988)  -0.24
C (1.978, 1.137, -0.765)  -0.24
N (0.879, 2.127, -0.780)  -0.89
C (-0.273, -1.871, -0.513)  -0.24
C (-1.463, -1.467, -1.355)  -0.25
N (-2.514, -0.932, -0.453)  -0.89
H (-0.157, 1.108, 3.505)  0.41
H (-0.617, -0.411, 3.261)  0.41
H (1.763, -0.292, 3.178)  0.24
H (1.619, 0.965, 1.954)  0.20
H (0.618, -1.903, 1.750)  0.22
H (2.157, -1.370, 1.105)  0.23
H (0.932, -0.279, -1.961)  0.22
H (2.265, -0.959, -1.023)  0.23
H (2.702, 1.330, -1.559)  0.24
H (2.518, 1.213, 0.177)  0.21
H (0.549, 2.201, -1.741)  0.42
H (1.272, 3.043, -0.575)  0.42
H (-0.641, -2.479, 0.315)  0.21
H (0.406, -2.504, -1.090)  0.24
H (-1.815, -2.344, -1.903)  0.24
H (-1.212, -0.688, -2.073)  0.23
H (-2.850, -1.701, 0.124)  0.41
H (-3.311, -0.662, -1.026)  0.42
C (-2.163, 2.017, -1.427)  -1.17
H (-1.968, 3.093, -1.561)  0.23
H (-3.259, 1.897, -1.459)  0.22